[1]
The following is a quantum chemistry calculation of a single C6H12N2O3S molecule at a distorted geometry, from OMol25.

Each line ends with the Löwdin charge.
Positions of all 24 atoms, in Å:
1 C 0.652 -0.017 0.306  -0.446
2 C -0.273 -2.190 0.613  -0.102
3 C 0.547 1.112 -0.731  -0.366
4 C 1.211 2.329 0.002  -0.019
5 C 1.167 -1.596 -1.457  -0.044
6 C -2.577 0.519 1.418  -0.073
7 N 0.780 -1.396 -0.051  -0.105
8 N -0.891 1.185 -1.121  -0.102
9 O 0.406 0.175 1.493  0.048
10 O -1.491 -1.473 0.215  -0.287
11 O -3.081 -0.108 -0.981  -0.324
12 S -1.865 0.105 -0.264  0.821
13 H -0.232 -3.132 0.281  0.080
14 H -0.354 -2.268 1.759  0.163
15 H 0.947 1.094 -1.763  0.127
16 H 1.491 3.028 -0.751  0.074
17 H 2.049 2.004 0.505  0.056
18 H 0.534 2.646 0.685  0.043
19 H 2.198 -1.014 -1.717  0.155
20 H 1.148 -2.687 -1.505  0.084
21 H 0.271 -1.296 -1.993  0.078
22 H -1.759 0.739 2.074  0.044
23 H -3.061 1.504 1.373  0.079
24 H -3.186 -0.275 1.512  0.013

Properties
LUMO level in eV: 0.45
Charge: 0
SMILES: C[C@@H]1N=[S@@](C)(=O)OCN(C)C1=O

***

[2]
The following is a quantum chemistry calculation of a gas-phase ion, C6H12N2S3 (charge +2) at a distorted geometry, from OMol25.

Each line ends with the Löwdin charge.
Positions of all 23 atoms, in Å:
1 C -1.359 -0.773 -0.177  -0.811
2 C 1.406 -0.697 0.048  -0.833
3 C -3.828 -1.017 0.044  -0.019
4 C -2.904 1.097 -0.138  -0.032
5 C 3.785 -1.133 0.042  0.033
6 C 2.876 1.262 -0.076  0.008
7 N -2.584 -0.286 -0.151  -0.236
8 N 2.630 -0.214 0.014  -0.225
9 S -0.006 0.366 -0.049  1.114
10 S -1.017 -2.415 0.013  0.829
11 S 1.053 -2.348 0.208  0.815
12 H -3.698 -2.050 -0.224  0.071
13 H -4.760 -0.542 -0.446  0.155
14 H -4.235 -1.046 1.157  0.172
15 H -2.075 1.747 -0.046  0.063
16 H -3.623 1.241 0.668  0.132
17 H -3.400 1.400 -1.009  0.113
18 H 4.241 -1.158 -0.916  0.119
19 H 3.342 -2.086 0.347  0.052
20 H 4.413 -0.779 0.824  0.116
21 H 3.972 1.380 -0.414  0.149
22 H 2.555 1.890 0.738  0.095
23 H 2.069 1.599 -0.900  0.121

Properties
LUMO level in eV: -8.54
Charge: +2

***

[3]
The following is a quantum chemistry calculation of a single C6H12N2Si molecule at a distorted geometry, from OMol25.

Each line ends with the Löwdin charge.
Positions of all 21 atoms, in Å:
1 C 2.163 2.175 -1.266  -0.209
2 C 0.954 1.626 -1.240  -0.183
3 C 3.122 1.543 -0.384  -0.089
4 C -1.810 -1.526 -0.997  -0.171
5 C -1.762 0.742 0.947  -0.190
6 C 0.249 -1.800 1.298  -0.168
7 N 0.976 0.575 -0.310  -0.117
8 N 2.327 0.551 0.083  -0.074
9 Si -0.644 -0.601 0.148  0.688
10 H 2.521 3.174 -1.766  0.109
11 H -0.033 2.008 -1.523  0.105
12 H -2.745 -1.116 -1.308  0.029
13 H -1.330 -1.836 -1.889  0.014
14 H -1.941 -2.412 -0.416  0.018
15 H -1.850 1.504 0.200  0.000
16 H -2.775 0.330 1.225  0.050
17 H -1.203 1.161 1.825  0.042
18 H -0.055 -2.877 1.383  0.060
19 H 1.253 -1.708 1.039  -0.030
20 H 0.158 -1.296 2.276  0.044
21 H 2.423 -0.217 0.675  0.073

Properties
LUMO level in eV: 0.47
Charge: 0

***

[4]
The following is a quantum chemistry calculation of a gas-phase ion, C6H12N3 (charge +1) at a distorted geometry, from OMol25.

Each line ends with the Löwdin charge.
Positions of all 21 atoms, in Å:
1 C 0.485 1.210 1.386  -0.260
2 C 2.182 0.026 0.567  -0.089
3 C -0.772 0.414 -1.205  -0.154
4 C 1.283 -0.628 -0.439  -0.315
5 C -1.944 1.220 -1.039  -0.037
6 C 1.031 -2.115 -0.092  -0.014
7 N 1.826 0.948 1.312  0.129
8 N -0.068 0.772 2.468  0.172
9 N 0.072 0.201 -0.292  0.049
10 H 0.104 2.152 1.009  0.157
11 H 3.308 -0.067 0.467  0.163
12 H -0.691 0.056 -2.213  0.142
13 H 1.680 -0.352 -1.435  0.166
14 H -2.835 0.987 -1.569  0.087
15 H -1.525 2.253 -1.084  0.124
16 H -2.278 1.055 -0.006  0.091
17 H 0.380 -2.040 0.754  0.065
18 H 2.100 -2.434 0.130  0.107
19 H 0.544 -2.830 -0.852  0.119
20 H -1.072 0.991 2.772  0.184
21 H 0.428 0.045 2.911  0.115

Properties
LUMO level in eV: -3.21
Charge: +1
SMILES: C/C=N/[C@H](C)/C=N\C=[NH2+]

***

[5]
The following is a quantum chemistry calculation of a gas-phase ion, C6H12N3O (charge +1) at a distorted geometry, from OMol25.

Each line ends with the Löwdin charge.
Positions of all 22 atoms, in Å:
1 C -0.812 -0.590 -0.080  -0.303
2 C 0.983 1.022 -0.353  -0.166
3 C -1.496 -1.528 0.734  0.000
4 C 0.438 0.725 -3.117  -0.009
5 C -0.581 1.057 1.565  0.029
6 C 1.202 -0.666 1.419  0.047
7 N -0.802 -0.304 -1.290  0.131
8 N -0.026 0.642 -1.760  -0.058
9 N 0.249 0.212 0.690  -0.174
10 O 1.976 1.654 -0.287  0.227
11 H -2.503 -1.626 0.391  0.118
12 H -1.117 -1.464 1.721  0.081
13 H -1.283 -2.525 0.489  0.096
14 H 0.762 -0.303 -3.424  0.118
15 H -0.379 1.079 -3.615  0.070
16 H 1.354 1.226 -3.072  0.079
17 H 0.066 1.785 2.023  0.121
18 H -1.262 1.675 0.997  0.130
19 H -1.277 0.627 2.213  0.100
20 H 0.877 -1.617 1.777  0.101
21 H 1.958 -1.007 0.735  0.116
22 H 1.672 -0.075 2.247  0.144

Properties
LUMO level in eV: -3.72
Charge: +1
SMILES: CC1=NN(C)C(=O)[N+]1(C)C

***

[6]
The following is a quantum chemistry calculation of 2 unconnected molecules or ions with the total composition C6H12N3O2S at a distorted geometry, from OMol25.

Each line ends with the Löwdin charge.
Positions of all 24 atoms, in Å:
1 C -2.969 -1.094 -0.263  -0.124
2 C -1.808 -1.503 -0.587  0.041
3 C -3.155 -0.069 0.713  0.014
4 C -0.499 -0.482 0.039  -0.269
5 C -2.119 0.755 1.146  -0.312
6 C -2.352 1.952 1.964  -0.051
7 N -0.822 0.506 0.745  0.113
8 N 1.414 -2.064 0.672  -0.041
9 N 4.096 0.140 -1.749  0.219
10 O 1.036 -1.433 -1.728  -0.278
11 O 2.191 0.070 -0.041  -0.309
12 S 1.114 -0.951 -0.361  0.673
13 H -3.898 -1.385 -0.737  0.129
14 H -1.539 -2.414 -1.142  0.106
15 H -4.096 0.356 0.789  0.095
16 H -1.673 2.779 1.519  0.120
17 H -2.045 1.734 3.012  0.093
18 H -3.414 2.281 2.165  0.104
19 H 4.399 1.067 -2.046  0.131
20 H 0.864 -2.863 0.933  0.118
21 H 1.985 -1.673 1.420  0.113
22 H 4.947 -0.364 -1.542  0.125
23 H 3.498 -0.355 -2.358  0.086
24 H 3.247 0.284 -0.858  0.105

Properties
LUMO level in eV: -3.16
Charge: +1

***

[7]
The following is a quantum chemistry calculation of a molecular structure, C6H12N3O3S at a distorted geometry, from OMol25.

Each line ends with the Löwdin charge.
Positions of all 25 atoms, in Å:
1 C -1.068 -1.261 -1.898  0.040
2 C -2.274 -0.565 -1.716  0.029
3 C -1.016 -0.244 0.042  -0.054
4 C -3.152 1.041 0.095  0.036
5 C 2.985 -1.368 0.608  -0.102
6 C 0.928 -1.462 -0.467  -0.120
7 N -0.317 -1.049 -0.743  -0.019
8 N -2.206 0.115 -0.494  -0.045
9 N 1.666 -0.993 0.449  -0.118
10 O 0.898 0.965 2.080  -0.246
11 O 2.161 2.880 0.641  -0.249
12 O 0.421 1.515 -0.280  -0.378
13 S 1.550 1.308 0.592  0.927
14 H -0.795 -2.075 -2.530  0.130
15 H -3.051 -0.517 -2.504  0.150
16 H -0.628 0.002 1.049  0.150
17 H -2.824 2.011 0.317  0.090
18 H -4.050 1.041 -0.594  0.136
19 H -3.443 0.663 1.009  0.077
20 H 3.540 -0.448 0.852  0.098
21 H 2.930 -2.016 1.509  0.127
22 H 3.404 -1.996 -0.028  0.044
23 H 1.430 -2.074 -1.200  0.161
24 H 1.349 3.392 0.470  0.060
25 H 1.563 1.135 2.742  0.075

Properties
LUMO level in eV: -3.60
Charge: +1

***

[8]
The following is a quantum chemistry calculation of a gas-phase ion, C6H12N3S (charge +1) at a distorted geometry, from OMol25.

Each line ends with the Löwdin charge.
Positions of all 22 atoms, in Å:
1 C 0.037 0.059 -0.774  -0.175
2 C -0.936 -1.240 0.806  -0.665
3 C 0.425 0.432 -2.143  0.026
4 C 0.170 0.353 2.817  -0.081
5 C -1.000 -2.147 -1.374  -0.014
6 C 0.826 2.081 0.176  0.006
7 N -0.261 0.347 1.433  -0.070
8 N -0.598 -1.145 -0.473  -0.091
9 N 0.182 0.841 0.302  -0.090
10 S -1.544 -2.256 1.835  0.858
11 H 1.499 0.331 -2.261  0.115
12 H 0.250 -0.364 -2.909  0.103
13 H -0.146 1.339 -2.324  0.114
14 H 1.332 0.192 2.735  0.120
15 H -0.149 1.376 3.339  0.130
16 H -0.219 -0.591 3.414  0.083
17 H -1.258 -1.620 -2.418  0.152
18 H -0.233 -2.822 -1.738  0.111
19 H -1.728 -2.676 -0.851  0.054
20 H 0.732 2.824 0.947  0.115
21 H 1.876 2.094 0.217  0.101
22 H 0.742 2.591 -0.757  0.098

Properties
LUMO level in eV: -3.80
Charge: +1
SMILES: Cc1n(C)c(=S)n(C)[n+]1C

***

[9]
The following is a quantum chemistry calculation of 2 unconnected molecules or ions with the total composition C6H12N4O2 at a distorted geometry, from OMol25.

Each line ends with the Löwdin charge.
Positions of all 24 atoms, in Å:
1 C -2.085 -0.682 -4.349  -0.539
2 C 0.301 -0.094 3.670  -0.102
3 C 0.387 -0.084 2.146  -0.232
4 C 1.367 0.968 1.631  -0.417
5 C 1.476 1.044 0.126  -0.110
6 C 0.794 0.341 -0.756  -0.014
7 H -1.595 -0.717 -1.212  0.145
8 H -3.227 -1.714 -2.816  0.168
9 H -0.367 -0.883 4.021  0.069
10 H -0.075 0.864 4.047  0.078
11 H 1.289 -0.260 4.110  0.073
12 H -0.602 0.108 1.713  0.108
13 H 0.704 -1.072 1.785  0.116
14 H 1.050 1.951 2.011  0.151
15 H 3.017 -0.029 1.813  0.098
16 H 2.240 1.779 -0.204  0.122
17 H 0.033 -0.390 -0.462  0.035
18 H 0.953 0.455 -1.821  0.042
19 N -0.953 0.123 -4.094  0.109
20 N -0.703 0.152 -2.846  -0.021
21 N -1.593 -0.585 -2.210  -0.019
22 N -2.462 -1.120 -3.091  0.131
23 O -2.619 -0.945 -5.400  0.048
24 O 2.668 0.789 2.186  -0.037

Properties
LUMO level in eV: 0.17
Charge: 0
SMILES: O=c1nn[nH][nH]1.C=C[C@H](O)CC

***

[10]
The following is a quantum chemistry calculation of 2 unconnected molecules or ions with the total composition C6H12NO at a distorted geometry, from OMol25.

Each line ends with the Löwdin charge.
Positions of all 20 atoms, in Å:
1 C 1.200 -1.876 0.788  0.146
2 C 1.049 -1.169 -0.298  -0.161
3 C -1.647 0.412 0.303  -0.084
4 C -0.764 0.879 1.349  -0.323
5 C -0.679 2.332 1.578  -0.048
6 C 0.876 -1.366 -2.610  0.031
7 N -0.242 0.481 0.015  0.024
8 O 1.565 -0.901 -1.392  0.026
9 H 1.801 -2.779 0.849  0.112
10 H 0.835 -1.634 1.737  0.060
11 H -1.879 -0.672 0.452  0.142
12 H -2.324 1.149 -0.188  0.150
13 H -0.257 0.267 2.117  0.146
14 H -0.706 2.506 2.677  0.107
15 H -1.452 2.812 1.005  0.076
16 H 0.269 2.806 1.141  0.117
17 H 0.790 -0.685 -3.403  0.074
18 H -0.154 -1.703 -2.564  0.105
19 H 1.613 -2.154 -3.042  0.149
20 H 0.107 1.297 -0.513  0.151

Properties
LUMO level in eV: -3.70
Charge: +1